{"formula": "C18H37Cl2FN5O8S2", "method": "wB97M-V/def2-TZVPD", "elements": ["C", "C", "C", "F", "S", "O", "O", "N", "S", "O", "O", "C", "Cl", "C", "C", "Cl", "H", "H", "H", "H", "H", "H", "H", "H", "H", "C", "C", "O", "N", "C", "H", "H", "H", "H", "H", "H", "H", "C", "C", "O", "N", "C", "H", "H", "H", "H", "H", "H", "H", "C", "C", "O", "N", "C", "H", "H", "H", "H", "H", "H", "H", "C", "C", "O", "N", "C", "H", "H", "H", "H", "H", "H", "H"], "xyz": [[2.342, -1.023, -3.165], [1.795, 0.188, -2.285], [0.201, 0.397, -2.402], [-0.072, 0.423, -3.818], [-0.757, -0.906, -1.499], [-0.351, -2.231, -2.128], [-0.349, -1.008, -0.038], [-2.449, -0.796, -1.673], [-2.971, 0.819, -1.749], [-2.639, 1.515, -3.052], [-2.427, 1.550, -0.538], [-4.837, 0.936, -1.617], [-5.562, 2.165, -0.472], [-5.688, 0.130, -2.391], [-5.112, -0.924, -3.428], [-7.520, 0.248, -2.312], [1.827, -1.142, -4.175], [3.462, -0.928, -3.317], [2.176, -2.020, -2.621], [2.359, 1.134, -2.600], [2.007, -0.057, -1.195], [-0.058, 1.425, -1.969], [-4.409, -0.433, -4.193], [-4.477, -1.739, -2.932], [-5.971, -1.358, -4.041], [6.841, -3.647, -1.603], [5.696, -2.995, -2.334], [5.740, -1.826, -2.699], [4.594, -3.750, -2.581], [4.365, -5.136, -2.227], [7.648, -2.927, -1.477], [6.514, -3.978, -0.615], [7.219, -4.494, -2.180], [3.864, -3.255, -3.073], [4.181, -5.700, -3.144], [3.481, -5.182, -1.591], [5.213, -5.571, -1.700], [1.905, 5.352, 0.569], [0.891, 4.667, -0.310], [1.146, 4.336, -1.459], [-0.339, 4.422, 0.217], [-0.818, 4.738, 1.544], [2.835, 5.481, 0.018], [1.539, 6.337, 0.867], [2.108, 4.742, 1.452], [-0.971, 3.960, -0.426], [-1.121, 3.809, 2.031], [-1.687, 5.393, 1.450], [-0.059, 5.231, 2.149], [-6.779, 4.099, 4.908], [-6.692, 3.792, 3.436], [-7.669, 3.850, 2.701], [-5.478, 3.443, 2.933], [-4.221, 3.322, 3.641], [-7.805, 4.361, 5.165], [-6.490, 3.221, 5.491], [-6.133, 4.945, 5.153], [-5.489, 3.251, 1.941], [-3.504, 4.010, 3.190], [-3.858, 2.299, 3.526], [-4.323, 3.550, 4.700], [1.991, -3.403, 1.796], [2.880, -4.577, 1.484], [2.829, -5.164, 0.412], [3.761, -4.981, 2.443], [3.965, -4.417, 3.760], [1.344, -3.197, 0.943], [1.361, -3.629, 2.660], [2.597, -2.516, 1.992], [4.325, -5.772, 2.166], [5.004, -4.089, 3.839], [3.777, -5.195, 4.502], [3.307, -3.571, 3.950]], "atomic_forces_ev_per_a": [[-0.0132, -0.8152, 0.1815], [-0.2645, -0.9659, 0.0989], [1.7362, 1.9816, -1.0371], [-0.1512, -0.3339, 2.2649], [0.3954, -5.4855, 1.9107], [-1.3021, 3.3919, 0.4360], [-0.8412, 1.8745, -3.1763], [0.4076, 2.6637, -0.6362], [3.4196, 1.9965, 0.4128], [-1.3159, -1.9049, 2.8662], [-1.6167, -1.1699, -2.3991], [-2.6889, -1.6811, -0.8528], [1.1714, -1.4790, -1.4018], [1.8920, 0.7315, 0.5626], [-0.1052, 0.1533, -0.4528], [2.3037, -0.0385, -0.0051], [0.6327, 0.4686, 1.3582], [-1.3171, 0.0947, 0.1504], [0.0263, 1.5052, -0.6648], [-1.2534, -1.1346, 0.5726], [-0.1523, 0.5585, -1.2999], [0.0561, -1.5356, -0.6601], [-0.9960, -0.3468, 1.3361], [-1.1542, 1.2166, -0.4919], [1.1235, 0.4577, 1.0860], [0.1972, 0.0130, 0.1181], [-0.5784, 0.3292, -0.3563], [0.2761, -0.1242, 0.1122], [0.7183, 0.2143, 0.0742], [-0.5438, 0.1404, -0.2636], [-0.1749, 0.0303, -0.0916], [0.0657, -0.1595, -0.0830], [-0.0366, -0.0753, 0.1735], [0.0128, -0.0374, 0.1330], [0.0812, -0.2076, 0.0794], [0.1981, -0.2731, -0.0259], [-0.0776, 0.1373, -0.0487], [0.1845, 0.0834, 0.0493], [-0.3181, -0.3316, -0.5036], [0.1415, 0.1286, 0.2237], [0.4258, 0.2203, -0.1509], [-0.2424, -0.2756, -0.3330], [-0.1704, -0.0881, -0.0575], [0.0508, -0.0776, 0.1616], [-0.0358, 0.1628, 0.0650], [-0.0026, -0.1265, 0.1491], [-0.0433, 0.1073, 0.1974], [-0.0195, 0.0442, 0.2654], [-0.0351, -0.0560, -0.1403], [-0.0938, 0.0405, 0.1695], [-0.1370, -0.1058, -0.6456], [0.0575, 0.0605, 0.2549], [-0.3945, 0.2243, 0.3665], [-0.0160, -0.1333, -0.4520], [0.0769, -0.0510, -0.1777], [0.1053, 0.1423, 0.0684], [0.0504, -0.1329, 0.1245], [0.0894, -0.0650, 0.0961], [0.1778, -0.0711, 0.1867], [0.2124, 0.0697, 0.1386], [-0.0851, -0.0049, -0.1418], [-0.0820, -0.0028, -0.1540], [-0.1357, -0.0761, -0.3664], [0.0569, -0.0236, 0.3890], [-0.1860, 0.1212, -0.1774], [0.2456, -0.3749, -0.1721], [0.1017, -0.0424, 0.0377], [0.0704, 0.1590, 0.0381], [-0.1255, 0.0035, 0.1219], [-0.0658, 0.0873, 0.0531], [-0.0512, 0.1302, 0.2508], [0.0165, 0.1868, 0.2146], [0.0457, -0.1231, -0.1301]], "mulliken_charge": [-0.575, -0.655, 0.160, -0.325, 1.037, -0.714, -0.645, -0.466, 1.225, -0.601, -0.614, -0.133, -0.238, 0.351, -1.002, -0.208, 0.206, 0.353, 0.014, 0.317, 0.246, 0.272, 0.274, 0.296, 0.328, -1.331, 0.931, -0.658, -0.032, -0.914, 0.317, 0.283, 0.348, 0.201, 0.294, 0.355, 0.306, -1.344, 0.885, -0.653, -0.059, -0.793, 0.302, 0.366, 0.344, 0.111, 0.232, 0.281, 0.321, -1.326, 0.896, -0.656, 0.096, -0.713, 0.287, 0.346, 0.342, -0.014, 0.157, 0.295, 0.346, -1.182, 0.741, -0.694, -0.158, -0.841, 0.258, 0.344, 0.362, 0.238, 0.273, 0.285, 0.322], "orbital_gap_ev": 8.15, "largest_force_ha_per_bohr": 0.11322, "multiplicity": 1, "lumo_ha": 0.08158, "total_charge": -1, "homo_energy_ev": -5.930, "energy_ev": -92528.967}

***

{"formula": "C11H20FN2O2Sm", "method": "wB97M-V/def2-TZVPD", "elements": ["C", "C", "C", "C", "C", "C", "C", "C", "C", "C", "N", "N", "F", "C", "O", "O", "H", "H", "H", "H", "H", "H", "H", "H", "H", "H", "H", "H", "H", "H", "H", "H", "H", "H", "H", "H", "Sm"], "xyz": [[-2.861, -1.908, -1.506], [-1.463, -2.353, -2.238], [-0.129, -1.537, -1.745], [0.559, -2.143, -0.360], [-0.026, -1.230, 0.878], [1.116, -0.459, 1.765], [1.614, 0.981, 1.163], [0.695, 2.271, 1.594], [-0.910, 2.110, 1.301], [-1.707, 2.540, -0.065], [-1.672, 1.554, 2.334], [3.006, 1.236, 1.780], [3.595, 2.319, 1.206], [1.852, 0.998, -0.470], [1.148, 1.708, -1.354], [2.986, 0.194, -1.035], [-2.970, -0.759, -1.298], [-3.737, -2.182, -2.269], [-3.115, -2.539, -0.525], [-1.247, -3.496, -2.072], [-1.578, -2.126, -3.403], [-0.390, -0.397, -1.679], [0.672, -1.644, -2.622], [1.735, -2.013, -0.407], [0.266, -3.275, -0.317], [-0.874, -0.546, 0.451], [-0.562, -1.995, 1.619], [0.811, -0.285, 2.897], [2.071, -1.170, 1.801], [1.187, 3.228, 1.087], [0.875, 2.424, 2.764], [-2.215, 1.544, -0.481], [-1.022, 3.072, -0.859], [-2.618, 3.285, 0.120], [-1.046, 1.320, 3.137], [3.617, 0.383, 1.636], [2.338, 0.892, -2.828]], "atomic_forces_ev_per_a": [[-0.9995, -0.8160, -0.3865], [0.0462, 0.4980, -0.5223], [0.5070, -0.3981, -0.3146], [-0.1147, 1.4777, -0.6670], [-0.6636, -1.4319, 0.8223], [0.5777, -0.6646, -0.3136], [0.8847, 0.9234, 0.6152], [0.2350, 0.7849, -0.2817], [-2.4017, -1.6397, 3.7720], [-0.3277, -0.1916, 0.1758], [3.6890, 2.3246, -4.5413], [-2.2619, -2.9387, 0.0449], [0.5325, 0.7138, -0.9069], [0.3327, -0.8364, 0.4007], [1.9694, -1.6755, 3.1257], [-3.7135, 2.7359, 1.6758], [0.4569, -2.1919, -0.3405], [1.9252, 0.6159, 1.7036], [0.8467, 1.5705, -2.0856], [-0.5114, 2.2693, -0.4935], [0.2125, -0.6949, 2.5548], [0.3199, -1.8787, 0.1739], [-1.0854, 0.0557, 1.1323], [-2.4043, -0.5603, 0.0777], [0.6911, 2.2621, 0.1714], [1.7222, -1.0587, 1.1213], [1.1220, 1.8838, -1.4803], [0.4792, -0.1353, -2.5892], [-1.9727, 1.4786, -0.0893], [-1.2431, -1.9813, 0.9542], [-0.4712, -0.5922, -2.6392], [1.2616, 2.1776, 0.6934], [-1.2611, -1.2848, 1.6138], [2.1583, -1.6924, 0.0601], [-0.4740, 0.3531, -0.7346], [-0.5298, 1.4638, -0.1312], [0.4656, -0.9257, -2.3716]], "mulliken_charge": [-0.797, -0.599, 0.069, -0.461, -0.437, -1.107, 1.173, -1.115, 0.338, -0.485, -0.565, -0.302, -0.170, 0.394, -0.530, -0.574, 0.130, 0.338, 0.256, 0.294, 0.300, 0.167, -0.189, 0.257, 0.396, 0.090, 0.389, 0.372, 0.460, 0.367, 0.421, -0.051, 0.143, 0.393, 0.296, 0.366, 1.977], "orbital_gap_ev": [3.95, 6.13], "largest_force_ha_per_bohr": 0.12243, "multiplicity": 6, "lumo_ha": [-0.42557, -0.34564], "total_charge": 2, "homo_energy_ev": [-15.530, -15.531], "energy_ev": -39402.216}

***

{"formula": "C4H5BrN2O2S", "method": "wB97M-V/def2-TZVPD", "elements": ["C", "C", "C", "C", "N", "N", "O", "O", "S", "Br", "H", "H", "H", "H", "H"], "xyz": [[-0.729, 0.219, -0.082], [-1.900, 0.330, 0.925], [-0.826, -0.751, -0.955], [0.855, 1.887, -0.505], [0.346, 0.978, 0.142], [-2.951, -0.269, 0.719], [3.205, -2.284, 1.449], [3.067, -1.218, -0.797], [3.117, -2.437, 0.002], [2.532, 2.775, -0.105], [-1.574, 1.011, 1.730], [-1.774, -1.439, -0.920], [-0.031, -1.066, -1.622], [0.316, 2.440, -1.387], [-3.651, -0.177, 1.407]], "atomic_forces_ev_per_a": [[-3.1208, -0.8349, 0.6999], [3.4819, 1.6886, -0.4129], [-1.5401, -2.8582, -1.2160], [-1.1727, 1.9998, -2.0174], [2.5398, 0.8068, 1.3331], [-1.0112, -1.1548, -1.0224], [-0.1035, -0.3661, -1.8817], [0.0437, -1.6594, 0.8777], [0.0129, 2.0620, 1.0016], [-0.6591, -0.5361, 0.0587], [-0.7716, -0.2656, 0.2914], [1.9779, 1.6267, -0.0861], [-0.0099, 0.3145, -0.0231], [1.1704, -1.1624, 1.3131], [-0.8377, 0.3392, 1.0841]], "mulliken_charge": [0.224, -0.154, -0.712, 0.017, -0.288, -0.526, -0.365, -0.338, 0.707, -0.133, 0.368, 0.247, 0.359, 0.345, 0.248], "orbital_gap_ev": 7.63, "largest_force_ha_per_bohr": 0.07568, "multiplicity": 1, "lumo_ha": -0.04866, "homo_energy_ev": -8.957, "energy_ev": -92179.074, "e_above_lowest_kj_mol": 208.4}